No. 1
Below is one molecule with the formula C2H5NO, with properties calculated with ωB97M-V/def2-TZVPD.

The SMILES is C=NOC. The net charge is 0. The calculation puts the LUMO energy at 1.26 eV. Its molar mass is 59.07 g mol⁻¹. The value obtained for the energy above the lowest of the compared OMol25 structures with the same formula, charge and spin is 82.2 kcal per mole. The value obtained for the highest occupied orbital energy is -9.61 eV.

XYZ file:
```
9
Properties=species:S:1:pos:R:3:nbo_charge:R:1
C -1.4209 -0.3778 1.3021 -0.17
N -0.3039 0.0034 0.7970 -0.13
O -0.2104 0.1551 -0.5897 -0.41
C 1.1608 0.2832 -1.0589 -0.25
H -2.2964 -0.8150 0.6691 0.19
H -1.3496 -0.3616 2.4020 0.21
H 1.6675 -0.5789 -1.5186 0.18
H 1.6240 0.5431 -0.1775 0.20
H 1.1290 1.1485 -1.8256 0.19
```



No. 2
Below is C2H5IS2 as an isolated structure, with properties calculated with ωB97M-V/def2-TZVPD.

The net charge is 0. The calculation puts the LUMO energy (alpha / beta) at -1.04 / -1.04 eV. Its molar mass is 220.10 g mol⁻¹. The value obtained for the energy above the lowest of the compared OMol25 structures with the same formula, charge and spin is 55.3 kcal per mole. The value obtained for the highest occupied orbital energy (alpha / beta) is -8.50 / -8.50 eV.

XYZ file:
```
10
Properties=species:S:1:pos:R:3:nbo_charge:R:1
C -1.1395 0.7267 -0.0258 -0.73
C 0.1930 1.3698 -0.3840 -0.40
S 1.1184 1.8026 2.5142 -0.41
S 1.3470 2.0483 0.5695 0.55
I 0.6095 1.5056 -2.4676 0.21
H -1.5910 0.3299 -0.9213 0.24
H -1.8702 1.4718 0.5704 0.27
H -1.0226 -0.0727 0.8471 0.27
H 1.5752 -1.1302 0.1518 -0.02
H 2.0219 -1.7135 0.2084 0.02
```



No. 3
Below is C8H18O11Zn as an isolated structure, with properties calculated with ωB97M-V/def2-TZVPD.

The net charge is -2. The calculation puts the LUMO energy at 4.20 eV. Its molar mass is 355.61 g mol⁻¹. The value obtained for the energy above the lowest of the compared OMol25 structures with the same formula, charge and spin is 27.4 kcal per mole. The value obtained for the highest occupied orbital energy is -2.23 eV.

XYZ file:
```
38
Properties=species:S:1:pos:R:3:nbo_charge:R:1
Zn 0.4649 -0.4207 -0.3180 1.77
C -1.5973 -3.8234 1.0321 -0.73
C -1.8938 -2.4934 0.3034 0.77
O -2.9871 -1.9755 0.5591 -0.69
O -0.9728 -2.0116 -0.4312 -0.89
H -1.5650 -4.5960 0.2541 0.19
H -2.3376 -4.1216 1.7700 0.20
H -0.6317 -3.7387 1.5385 0.18
C -1.3169 0.8614 -4.1088 -0.73
C -0.3019 1.1641 -3.0088 0.78
O -0.4124 0.5034 -1.9233 -0.90
O 0.5519 2.0349 -3.2501 -0.70
H -2.2548 1.2749 -3.7251 0.21
H -1.4391 -0.2159 -4.2256 0.21
H -1.0380 1.3633 -5.0294 0.20
C 3.0851 2.4180 1.4472 -0.73
C 2.8294 1.8656 0.0370 0.79
O 2.1875 0.7751 -0.0525 -0.89
O 3.2584 2.5521 -0.9031 -0.73
H 3.9675 3.0610 1.4129 0.19
H 3.3908 1.6235 2.1439 0.18
H 2.2120 2.8950 1.8835 0.22
C -0.2074 1.3549 3.3859 -0.73
C -1.0998 1.0436 2.1613 0.79
O -2.3125 1.2095 2.3051 -0.70
O -0.4708 0.6777 1.1226 -0.89
H -0.1072 0.4906 4.0602 0.18
H -0.5760 2.1498 4.0397 0.19
H 0.8331 1.5965 3.1520 0.20
O -3.1104 1.1544 -0.9960 -0.95
H -3.3498 1.6414 -1.7917 0.43
H -2.2151 0.7952 -1.1969 0.51
O 1.5749 -1.6236 -1.7378 -0.95
H 1.6999 -1.2378 -2.6147 0.50
H 2.1311 -2.4061 -1.7106 0.47
O 1.2725 -1.7407 1.1510 -0.95
H 0.7457 -1.7429 1.9614 0.50
H 1.9929 -2.3579 1.3029 0.48
```



No. 4
Below is a 2-piece molecular cluster, C19H21N5O3 overall, with properties calculated with ωB97M-V/def2-TZVPD.

The SMILES is C1=C(N2CCCC2)c2ccccc2CC1.COc1ncc2c(no[n+]2[O-])n1. The net charge is 0. The calculation puts the LUMO energy at -1.73 eV. Its molar mass is 367.41 g mol⁻¹. The value obtained for the energy above the lowest of the compared OMol25 structures with the same formula, charge and spin is 199.2 kcal per mole. The value obtained for the highest occupied orbital energy is -7.61 eV.

XYZ file:
```
48
Properties=species:S:1:pos:R:3:nbo_charge:R:1
C -0.5809 -0.7916 1.6312 -0.30
C -0.6548 0.5862 1.5509 0.19
N -1.8555 1.2518 1.5353 -0.44
C -2.1320 2.3816 0.6601 -0.20
C -3.6234 2.6941 0.8521 -0.41
C -4.1958 1.6020 1.7607 -0.41
C -3.0544 0.6145 2.0376 -0.20
C 0.5991 1.3747 1.4798 -0.12
C 0.6604 2.7364 1.8151 -0.18
C 1.8149 3.4803 1.5736 -0.23
C 2.9669 2.8455 1.0800 -0.20
C 2.9558 1.4685 0.8498 -0.25
C 1.7917 0.7301 1.0860 0.11
C 1.7801 -0.7482 0.8791 -0.45
C 0.7247 -1.4675 1.7468 -0.43
H -1.4764 -1.3897 1.7992 0.21
H -1.9118 2.1425 -0.3979 0.18
H -1.5280 3.2616 0.9047 0.20
H -4.1276 2.7182 -0.1165 0.21
H -3.7345 3.6730 1.3251 0.21
H -4.5381 2.0320 2.7064 0.21
H -5.0318 1.0780 1.2923 0.21
H -2.9679 0.3978 3.1138 0.20
H -3.2399 -0.3464 1.5298 0.17
H -0.2017 3.2040 2.2925 0.21
H 1.8110 4.5532 1.7734 0.22
H 3.8679 3.4237 0.8749 0.21
H 3.8488 0.9486 0.4855 0.21
H 2.7741 -1.1889 1.0378 0.21
H 1.5331 -0.9231 -0.1784 0.23
H 1.0928 -1.4536 2.7879 0.21
H 0.6345 -2.5156 1.4411 0.21
C 3.2162 -0.2769 -3.3943 -0.26
O 3.0394 -1.6991 -3.6059 -0.46
C 1.9540 -2.2588 -3.0752 0.69
N 1.2643 -1.5411 -2.1821 -0.51
C 0.0801 -2.0091 -1.7460 0.15
C -0.3504 -3.2093 -2.3033 -0.10
C 0.5563 -4.0043 -3.1163 0.30
N 0.1043 -5.2965 -3.2887 -0.11
O -1.0710 -5.3549 -2.5899 -0.17
N -1.3769 -4.0288 -1.9305 0.41
O -2.4167 -3.9316 -1.3113 -0.33
N 1.6977 -3.4983 -3.5232 -0.47
H 4.1732 -0.0884 -3.8776 0.20
H 2.4270 0.3081 -3.8825 0.19
H 3.2575 -0.0288 -2.3268 0.20
H -0.5561 -1.4560 -1.0561 0.24
```



No. 5
Below is one molecule with the formula C20H22N4O5S, with properties calculated with ωB97M-V/def2-TZVPD.

The SMILES is CCOc1ccc(C(=O)NC(=S)Nc2ccc(NC(=O)C(C)C)cc2)cc1[N+](=O)[O-]. The net charge is 0. The calculation puts the LUMO energy at -0.48 eV. Its molar mass is 430.49 g mol⁻¹. The value obtained for the energy above the lowest of the compared OMol25 structures with the same formula, charge and spin is 76.9 kcal per mole. The value obtained for the highest occupied orbital energy is -8.08 eV.

XYZ file:
```
52
Properties=species:S:1:pos:R:3:nbo_charge:R:1
C -3.7020 1.1857 2.1308 -0.64
C -2.2007 1.4291 2.0350 -0.08
O -1.7138 1.2792 0.7064 -0.47
C -1.6036 0.0701 0.1596 0.37
C -1.7749 -1.1387 0.8453 -0.32
C -1.6458 -2.3413 0.1967 -0.04
C -1.3654 -2.4135 -1.1733 -0.22
C -1.2699 -3.7804 -1.7341 0.67
O -1.9372 -4.6837 -1.2736 -0.57
N -0.4162 -4.1066 -2.7751 -0.65
C 0.4829 -3.5491 -3.6570 0.28
S 0.6641 -4.3272 -5.1089 -0.21
N 1.2385 -2.4532 -3.4436 -0.60
C 1.4976 -1.6336 -2.3439 0.19
C 1.4513 -2.0743 -1.0247 -0.26
C 1.6063 -1.1757 0.0131 -0.17
C 1.8269 0.1728 -0.2555 0.13
N 1.8685 1.1458 0.7412 -0.61
C 1.2306 1.1179 1.9426 0.71
O 0.6755 0.1385 2.3967 -0.63
C 1.2932 2.4416 2.6946 -0.31
C 2.6839 2.5987 3.3151 -0.59
C 0.9375 3.6386 1.8085 -0.62
C 2.0076 0.5851 -1.5762 -0.22
C 1.8430 -0.3077 -2.6096 -0.24
C -1.2442 -1.2327 -1.8824 -0.13
C -1.3212 -0.0095 -1.2228 0.00
N -1.0441 1.1676 -1.9914 0.52
O -1.1457 1.0834 -3.1991 -0.39
O -0.6763 2.1668 -1.4095 -0.37
H -4.0340 1.3783 3.1469 0.22
H -3.9562 0.1622 1.8665 0.21
H -4.2290 1.8565 1.4564 0.22
H -1.6389 0.7838 2.7172 0.20
H -1.9792 2.4716 2.2753 0.20
H -1.9718 -1.1349 1.9034 0.24
H -1.7605 -3.2653 0.7425 0.23
H -0.6375 -5.0539 -3.0830 0.45
H 1.7091 -2.1675 -4.2961 0.43
H 1.2809 -3.1174 -0.8096 0.23
H 1.5302 -1.5104 1.0333 0.25
H 2.1660 2.0560 0.4183 0.40
H 0.5612 2.3613 3.5042 0.22
H 3.4516 2.6357 2.5445 0.20
H 2.7306 3.5189 3.8929 0.21
H 2.9014 1.7635 3.9768 0.22
H 0.1205 3.3983 1.1308 0.23
H 1.7925 3.9649 1.2181 0.20
H 0.6361 4.4788 2.4299 0.22
H 2.2338 1.6191 -1.7905 0.22
H 1.9385 0.0263 -3.6317 0.23
H -1.0918 -1.2194 -2.9511 0.26
```



No. 6
Below is a 2-piece molecular cluster, C3H3ClN2P overall, with properties calculated with ωB97M-V/def2-TZVPD.

The net charge is +1. The calculation puts the LUMO energy (alpha / beta) at -8.53 / -8.53 eV. Its molar mass is 133.50 g mol⁻¹. The value obtained for the energy above the lowest of the compared OMol25 structures with the same formula, charge and spin is 60.5 kcal per mole. The value obtained for the highest occupied orbital energy (alpha / beta) is -14.73 / -14.73 eV.

XYZ file:
```
10
Properties=species:S:1:pos:R:3:nbo_charge:R:1
C -0.9585 -0.9131 -1.2016 -0.14
C 1.6082 -0.2345 0.0503 -0.10
C 0.4162 1.7844 -1.2612 -0.48
N -1.4663 -1.9017 -1.4481 0.00
N 2.6096 -0.7539 0.2240 -0.07
P -0.0219 0.3853 -0.4667 1.17
Cl -1.2761 -2.0742 3.3398 -0.24
H -1.6862 -0.9888 3.7165 0.25
H -0.3207 2.1328 -2.0778 0.30
H 1.0957 2.5637 -0.8752 0.31
```